[1]
Molecular formula: C5H14N2
Method: DFT, wB97M-V/def2-TZVPD

Last column: Mulliken charge in e.
Geometry (Å):
C  1.47  -2.45  -0.40  -1.2089
C  1.07  -1.23  0.44  -0.6868
C  0.04  -0.32  -0.23  0.2317
C  0.76  0.54  -1.29  -1.4569
N  -0.62  0.48  0.80  -0.4443
C  -1.71  1.31  0.29  -0.1265
N  -1.95  2.40  1.24  -0.6166
H  2.24  -2.19  -1.13  0.3210
H  1.82  -3.21  0.28  0.3614
H  0.62  -2.81  -0.97  0.3048
H  0.75  -1.55  1.44  0.4478
H  1.93  -0.58  0.69  0.2790
H  -0.71  -0.91  -0.75  0.2741
H  1.35  1.31  -0.81  0.3106
H  1.29  -0.10  -1.99  0.4382
H  0.05  1.02  -1.94  0.4273
H  0.08  1.05  1.28  0.3178
H  -1.40  1.76  -0.66  0.1364
H  -2.59  0.67  0.23  0.2531
H  -1.57  2.18  2.14  0.2135
H  -2.92  2.63  1.35  0.2235

Output
E_HOMO: -0.319 Eh
Energy relative to the best compared isomer or geometry (same formula, charge and spin): 18.3 kcal/mol
Orbital gap: 9.8924 eV
SMILES string: CC[C@H](C)NCN

[2]
Molecular formula: C29H35CoN2OP2Se
Method: DFT, wB97M-V/def2-TZVPD

Last column: Mulliken charge in e.
Geometry (Å):
Co  -0.47  -0.41  -1.24  0.6657
N  -2.06  1.83  -0.05  -0.1101
P  -1.81  0.24  0.54  1.1480
C  -3.43  -0.15  1.23  0.6608
C  -4.34  -0.91  0.50  -0.4138
C  -5.60  -1.16  1.02  -0.5651
C  -5.95  -0.66  2.26  -0.5645
C  -5.05  0.10  2.99  -0.6593
C  -3.78  0.35  2.49  -0.4976
C  -0.70  0.43  1.96  0.1701
C  -0.23  -0.75  2.54  -0.3596
C  0.71  -0.71  3.55  -0.7892
C  1.21  0.51  3.98  -0.5452
C  0.74  1.69  3.42  -0.7595
C  -0.22  1.66  2.42  0.0273
C  -1.80  2.18  -1.36  0.3386
C  -2.33  3.35  -1.91  -0.8076
C  -1.99  3.70  -3.20  -0.4318
C  -1.13  2.88  -3.93  -0.8096
C  -0.66  1.73  -3.34  -0.4570
N  -0.99  1.38  -2.08  0.1420
H  -2.74  2.41  0.42  0.3823
H  -4.06  -1.30  -0.47  0.3569
H  -6.31  -1.75  0.45  0.4227
H  -6.94  -0.86  2.67  0.4114
H  -5.32  0.49  3.97  0.4273
H  -3.07  0.93  3.06  0.3799
H  -0.62  -1.70  2.18  0.4288
H  1.04  -1.63  4.01  0.4852
H  1.96  0.54  4.75  0.4655
H  1.13  2.64  3.76  0.4703
H  -0.59  2.58  1.99  0.4575
H  -3.00  3.96  -1.32  0.4520
H  -2.40  4.60  -3.64  0.4408
H  -0.84  3.13  -4.94  0.4702
H  0.00  1.06  -3.87  0.5051
C  5.87  2.84  2.17  -1.5088
C  4.89  1.93  1.50  0.5030
C  5.04  0.54  1.52  -1.0993
C  4.16  -0.30  0.88  0.8038
C  4.39  -1.78  0.91  -1.8129
C  3.04  0.27  0.20  0.8153
Se  1.87  -0.92  -0.64  0.0966
C  2.90  1.68  0.13  0.9055
C  1.85  2.33  -0.72  -1.4475
C  3.80  2.47  0.80  -0.9488
H  6.71  2.29  2.59  0.3833
H  5.37  3.39  2.97  0.3473
H  6.24  3.58  1.46  0.3746
H  5.89  0.11  2.04  0.3584
H  5.27  -2.03  1.49  0.4241
H  4.54  -2.16  -0.11  0.3794
H  3.54  -2.31  1.34  0.3685
H  0.89  1.87  -0.56  0.0532
H  2.12  2.21  -1.77  0.4658
H  1.77  3.40  -0.50  0.4069
H  3.70  3.55  0.75  0.4521
C  -2.56  -4.11  -2.84  -1.1223
P  -0.88  -3.48  -2.74  0.6730
C  -0.16  -3.46  -4.39  -1.1605
C  0.11  -4.61  -1.75  -1.0801
O  -0.87  -2.08  -2.14  -0.8250
H  -2.57  -5.08  -3.33  0.4068
H  -3.17  -3.41  -3.41  0.3473
H  -2.98  -4.22  -1.84  0.3329
H  -0.24  -4.44  -4.86  0.4149
H  0.89  -3.19  -4.31  0.3389
H  -0.68  -2.73  -5.01  0.3488
H  0.16  -5.59  -2.23  0.4140
H  -0.33  -4.73  -0.76  0.3482
H  1.12  -4.21  -1.65  0.3039

Output
E_HOMO (spin up / spin down): -0.500 / -0.518 Eh
Orbital gap (spin up / spin down): 8.7787 / 6.2361 eV
Multiplicity: 5
<S²>: 6.03
Net charge: +2

[3]
Molecular formula: C7H8N2
Method: DFT, wB97M-V/def2-TZVPD

Last column: Mulliken charge in e.
Geometry (Å):
C  2.12  0.69  -0.01  -1.1237
C  0.96  -0.13  0.32  0.4625
C  0.72  -1.26  1.07  -0.5719
C  -0.55  -1.86  1.15  -0.4157
C  -1.47  -0.45  -0.12  0.1022
C  -1.22  1.34  -0.80  -0.6417
C  -0.17  0.29  -0.24  0.6051
H  2.34  1.44  0.72  0.2965
H  1.92  1.14  -1.21  0.2367
H  3.16  0.15  0.08  0.3335
H  1.52  -1.48  1.74  0.3693
H  -0.49  -2.55  1.87  0.4783
H  -2.42  -0.04  -1.89  0.3550
H  -1.42  2.24  -0.44  0.3514
H  -1.04  1.68  -1.92  0.2252
N  -1.74  -1.45  0.57  -0.6554
N  -2.21  0.24  -0.89  -0.4074

Output
E_HOMO: -0.301 Eh
Energy relative to the best compared isomer or geometry (same formula, charge and spin): 96.4 kcal/mol
Orbital gap: 8.9653 eV

[4]
Molecular formula: C2H4FNO3
Method: DFT, wB97M-V/def2-TZVPD

Last column: Mulliken charge in e.
Geometry (Å):
O  -1.66  -0.97  0.99  -0.5637
N  -1.28  -0.13  0.20  0.9498
O  -1.92  0.27  -0.77  -0.5994
C  0.12  0.56  0.36  -0.0959
O  0.08  1.68  -0.39  -0.5010
C  1.11  -0.69  -0.04  -0.3557
F  0.75  -1.10  -1.34  -0.2863
H  0.21  0.67  1.36  0.4563
H  -0.42  1.63  -1.16  0.3500
H  0.93  -1.58  0.71  0.2914
H  2.09  -0.34  0.08  0.3546

Output
E_HOMO: -0.407 Eh
Energy relative to the best compared isomer or geometry (same formula, charge and spin): 29.0 kcal/mol
Orbital gap: 11.2354 eV
SMILES string: O=[N+]([O-])[C@H](O)CF

[5]
Molecular formula: CH3BrP2
Method: DFT, wB97M-V/def2-TZVPD

Last column: Mulliken charge in e.
Geometry (Å):
C  0.78  -0.89  -0.40  -0.5328
P  -1.34  0.98  0.54  -0.0100
P  0.72  0.75  0.10  0.0929
Br  2.04  -0.29  2.39  -0.2770
H  0.18  -1.68  -0.27  0.3540
H  1.69  -1.18  -0.92  0.3068
H  -0.76  2.24  0.89  0.0660

Output
E_HOMO (spin up / spin down): -0.327 / -0.337 Eh
Energy relative to the best compared isomer or geometry (same formula, charge and spin): 51.9 kcal/mol
Orbital gap (spin up / spin down): 6.2983 / 6.4515 eV

[6]
Molecular formula: C6H13NO
Method: DFT, wB97M-V/def2-TZVPD

Last column: Mulliken charge in e.
Geometry (Å):
C  -1.92  -1.99  1.52  -1.0325
C  -0.45  -1.62  1.34  -0.4108
N  -0.31  -0.39  0.58  -0.3491
C  1.06  -0.09  0.16  -0.5564
C  1.26  1.41  -0.11  -0.8838
C  1.13  1.79  -1.58  -0.6383
C  -0.31  1.70  -2.04  0.0307
O  -0.90  0.68  -2.24  -0.4870
H  -2.35  -1.59  2.44  0.2543
H  -2.06  -3.08  1.53  0.3187
H  -2.51  -1.59  0.68  0.3182
H  0.01  -1.48  2.31  0.3229
H  0.08  -2.46  0.86  0.3152
H  -0.91  -0.41  -0.23  0.1784
H  1.74  -0.47  0.92  0.5273
H  1.28  -0.63  -0.77  0.3283
H  2.25  1.71  0.26  0.3339
H  0.54  1.95  0.50  0.4261
H  1.72  1.09  -2.18  0.3368
H  1.48  2.80  -1.78  0.3280
H  -0.82  2.68  -2.18  0.3392

Output
E_HOMO: -0.316 Eh
Energy relative to the best compared isomer or geometry (same formula, charge and spin): 32.8 kcal/mol
Orbital gap: 9.5670 eV
SMILES string: CCNCCCC=O

[7]
Molecular formula: C2H20HfO9
Method: DFT, wB97M-V/def2-TZVPD

Last column: Mulliken charge in e.
Geometry (Å):
Hf  -4.44  -16.75  12.91  1.5430
C  -4.44  -20.05  13.12  -0.5878
O  -4.13  -18.66  13.09  -0.0218
H  -5.57  -20.06  13.23  0.1984
H  -3.99  -20.27  14.06  0.3070
H  -3.98  -20.53  12.27  0.1364
C  -1.40  -16.31  11.71  -0.5524
O  -2.55  -16.41  12.54  -0.5273
H  -0.66  -16.95  12.10  0.2367
H  -1.05  -15.30  11.82  0.2784
H  -1.68  -16.60  10.71  0.2551
O  -6.60  -19.77  10.77  -0.5965
H  -6.92  -20.00  9.92  0.2778
H  -6.76  -20.54  11.30  0.2705
O  -5.88  -16.93  14.51  -0.4662
H  -6.80  -17.23  14.52  0.3380
H  -5.73  -16.67  15.43  0.3102
O  -3.97  -17.80  10.66  -0.3747
H  -3.75  -17.37  9.85  0.3030
H  -3.26  -18.45  10.85  0.4025
O  -3.28  -17.14  14.97  -0.4519
H  -3.03  -16.67  15.76  0.2864
H  -2.78  -17.98  15.15  0.2911
O  -3.26  -21.38  9.39  -0.5930
H  -3.86  -21.37  10.17  0.2858
H  -2.42  -21.68  9.67  0.3145
O  -1.84  -19.43  11.28  -0.6624
H  -0.94  -19.60  11.56  0.3380
H  -2.30  -19.72  12.07  0.1851
O  -6.17  -17.26  11.89  -0.4633
H  -6.73  -16.64  11.43  0.3753
H  -6.22  -18.11  11.40  0.3642

Output
E_HOMO: -0.596 Eh
Energy relative to the best compared isomer or geometry (same formula, charge and spin): 48.5 kcal/mol
Orbital gap: 8.3103 eV
Net charge: +2

[8]
Molecular formula: C35H32N6O5Pt
Method: DFT, wB97M-V/def2-TZVPD

Last column: Mulliken charge in e.
Geometry (Å):
Pt  -0.49  0.23  0.20  3.1053
O  -0.90  -4.06  0.04  -0.6343
C  -1.00  -2.86  -0.03  0.4470
N  0.02  -1.94  0.08  -0.2142
C  1.32  -2.32  0.20  0.9600
C  1.84  -3.61  -0.01  -0.9937
C  3.18  -3.82  0.13  -0.7608
C  4.07  -2.77  0.49  -0.6958
C  3.61  -1.51  0.71  -1.0080
C  2.22  -1.25  0.58  0.6368
N  1.64  -0.04  0.70  -0.2009
C  2.30  1.06  1.22  -0.2237
O  3.26  1.02  1.95  -0.6105
C  1.69  2.35  0.78  0.8146
C  2.37  3.53  0.97  -0.7457
C  1.79  4.71  0.54  -0.5216
C  0.54  4.65  -0.06  -0.8614
C  -0.09  3.42  -0.19  -0.0203
N  0.48  2.28  0.20  -0.0729
C  -2.35  -2.22  -0.14  -0.0742
C  -3.48  -2.98  -0.41  -0.5257
C  -4.71  -2.37  -0.35  -0.7206
C  -4.78  -1.03  0.02  -1.0706
C  -3.61  -0.34  0.25  -0.2628
N  -2.41  -0.92  0.13  0.3567
H  1.19  -4.42  -0.29  0.5735
H  3.59  -4.81  -0.04  0.4617
H  5.13  -2.97  0.58  0.4609
H  4.28  -0.71  0.98  0.5214
H  3.34  3.50  1.46  0.5333
H  2.30  5.65  0.65  0.5013
H  0.04  5.54  -0.41  0.5173
H  -1.07  3.33  -0.63  0.3140
H  -3.35  -4.04  -0.62  0.6113
H  -5.62  -2.93  -0.57  0.4829
H  -5.73  -0.53  0.13  0.6022
H  -3.61  0.69  0.57  0.5120
C  -4.39  1.85  -3.85  -0.9782
N  -3.67  2.10  -2.60  0.2227
C  -4.14  3.15  -1.70  -0.8963
C  -2.61  1.37  -2.28  -0.0411
O  -1.97  1.52  -1.22  -0.7645
H  -4.78  2.80  -4.22  0.3889
H  -5.21  1.16  -3.70  0.3271
H  -3.70  1.45  -4.59  0.3636
H  -5.09  3.51  -2.05  0.4261
H  -3.43  3.98  -1.68  0.3028
H  -4.25  2.76  -0.69  0.2488
H  -2.33  0.63  -3.03  0.4289
C  0.49  -5.13  2.99  -0.9153
O  0.31  -3.75  3.31  -0.5020
C  -0.96  -3.30  3.43  0.8923
C  -2.10  -4.00  3.04  -0.4442
C  -3.35  -3.43  3.23  -0.7621
C  -3.48  -2.17  3.81  -1.0132
C  -2.36  -1.47  4.20  -0.0940
C  -1.11  -2.02  3.99  -0.1059
N  0.10  -1.42  4.44  0.1721
C  0.45  -0.18  4.66  -0.7742
C  -0.16  1.05  4.28  1.0558
C  0.10  2.17  5.09  -0.7274
C  -0.42  3.41  4.79  -1.0559
C  -1.20  3.56  3.64  -0.5687
C  -1.43  2.50  2.80  -0.6766
C  -0.90  1.22  3.07  0.6795
O  -1.06  0.19  2.28  -1.0013
H  1.56  -5.31  3.05  0.2598
H  0.14  -5.34  1.99  0.3071
H  -0.02  -5.76  3.72  0.4392
H  -2.01  -4.98  2.59  0.4454
H  -4.23  -3.98  2.93  0.4995
H  -4.46  -1.76  3.98  0.4586
H  -2.45  -0.51  4.68  0.5861
H  0.79  -2.12  4.69  0.3125
H  1.36  -0.10  5.24  0.4841
H  0.71  2.04  5.98  0.4835
H  -0.23  4.25  5.44  0.4278
H  -1.62  4.52  3.41  0.5039
H  -2.02  2.62  1.90  0.4106

Output
E_HOMO (spin up / spin down): -0.482 / -0.487 Eh
Energy relative to the best compared isomer or geometry (same formula, charge and spin): 15.5 kcal/mol
Orbital gap (spin up / spin down): 7.4807 / 5.6715 eV
Multiplicity: 5
<S²>: 6.03
Net charge: +2

[9]
Molecular formula: CH2O3P2
Method: DFT, wB97M-V/def2-TZVPD

Last column: Mulliken charge in e.
Geometry (Å):
C  0.07  0.06  -2.57  -0.2090
O  0.80  -2.43  -1.68  -0.6898
O  -0.43  -1.66  -3.85  -0.3540
O  -1.77  -2.12  -1.81  -0.7220
P  0.08  -0.16  -4.26  0.0024
P  -0.37  -1.67  -2.15  0.8011
H  0.59  1.32  -1.88  0.1712
H  1.02  6.66  18.21  -1.0000

Output
E_HOMO: 0.048 Eh
Energy relative to the best compared isomer or geometry (same formula, charge and spin): 56.7 kcal/mol
Orbital gap: 3.1688 eV
Net charge: -2